(1)
# C7H15O3PS

A cluster of 2 separate species, C7H15O3PS in total (the ωB97M-V functional and the def2-TZVPD basis, OMol25).

Positions of all 27 atoms, in Å:
C: -0.295 -0.992 2.600
C: -0.800 1.089 -2.406
C: -1.108 -1.818 -0.789
C: -0.962 -0.454 1.362
C: 0.507 0.853 -1.625
C: -0.221 -0.967 0.050
C: 0.670 0.135 -0.541
O: 3.157 -0.178 -1.132
O: 2.519 -0.559 1.444
O: 2.693 1.699 0.518
P: 2.357 0.125 0.104
S: -1.391 3.016 0.292
H: 0.864 -0.884 2.491
H: -0.846 -0.443 3.392
H: -0.418 -2.060 2.801
H: -0.624 2.031 -2.943
H: -1.071 0.336 -3.110
H: -1.594 1.283 -1.804
H: -1.571 -2.619 -0.204
H: -0.721 -2.063 -1.747
H: -2.012 -1.207 -1.160
H: -0.883 0.667 1.382
H: -2.032 -0.799 1.511
H: 1.448 1.398 -1.977
H: -0.234 2.313 -0.197
H: 0.544 -1.583 0.492
H: 2.026 1.680 1.195

Electronic energy ... -33769.6225 eV
Charge ... -2
Multiplicity ... 1
Orbital gap ... 5.9 eV

---

(2)
# C54H134BeF12N8O18P2

A structure of composition C54H134BeF12N8O18P2 (the ωB97M-V functional and the def2-TZVPD basis, OMol25).

Positions of all 229 atoms, in Å:
Be: -13.939 -24.909 -14.702
P: -13.433 -21.541 -14.368
F: -13.667 -21.381 -12.846
F: -14.259 -22.996 -14.407
F: -14.817 -20.853 -14.766
F: -12.943 -21.634 -15.844
F: -12.774 -19.930 -14.282
F: -12.100 -22.249 -13.994
P: -16.726 -26.421 -14.970
F: -17.359 -25.816 -13.680
F: -15.684 -27.228 -13.978
F: -17.785 -27.688 -15.268
F: -15.880 -26.861 -16.142
F: -17.530 -25.329 -15.765
F: -15.465 -24.929 -14.812
C: -10.379 -27.877 -16.270
C: -9.136 -27.497 -15.728
C: -9.099 -26.147 -14.799
O: -7.968 -25.657 -14.733
C: -10.473 -25.432 -14.535
C: -11.426 -25.904 -15.437
C: -11.604 -27.156 -16.242
O: -12.562 -27.371 -16.943
O: -12.649 -25.293 -15.405
O: -8.033 -28.030 -15.962
H: -10.479 -28.862 -16.789
H: -10.699 -24.440 -14.115
C: -14.521 -21.143 -4.754
C: -13.835 -21.666 -5.990
C: -12.338 -21.334 -6.092
O: -11.833 -21.831 -7.314
C: -10.405 -21.656 -7.480
N: -14.128 -23.081 -6.261
H: -14.107 -20.170 -4.424
H: -14.302 -21.789 -3.884
H: -15.591 -20.958 -4.966
H: -14.275 -21.146 -6.846
H: -11.851 -21.964 -5.309
H: -12.045 -20.316 -5.920
H: -9.872 -22.309 -6.763
H: -10.105 -20.580 -7.245
H: -10.185 -21.939 -8.503
H: -13.592 -23.267 -7.102
H: -13.695 -23.665 -5.553
C: -9.062 -22.844 -17.062
C: -8.089 -22.015 -16.221
C: -8.561 -21.977 -14.806
O: -7.680 -21.101 -14.065
C: -8.034 -20.986 -12.733
N: -6.731 -22.556 -16.364
H: -9.043 -23.864 -16.713
H: -8.722 -22.769 -18.080
H: -10.048 -22.362 -17.027
H: -8.147 -20.984 -16.602
H: -8.561 -22.999 -14.392
H: -9.563 -21.563 -14.750
H: -8.510 -21.948 -12.329
H: -8.738 -20.190 -12.564
H: -7.107 -20.782 -12.125
H: -6.185 -22.374 -15.513
H: -6.848 -23.555 -16.347
C: -15.648 -20.916 -9.958
C: -16.826 -21.504 -10.792
C: -18.136 -20.829 -10.479
O: -18.439 -20.722 -9.085
C: -19.581 -19.889 -8.938
N: -16.643 -21.407 -12.239
H: -15.540 -19.843 -10.151
H: -14.727 -21.423 -10.195
H: -15.731 -20.988 -8.885
H: -16.917 -22.563 -10.518
H: -18.930 -21.423 -10.938
H: -18.185 -19.846 -11.041
H: -20.448 -20.282 -9.453
H: -19.341 -18.924 -9.373
H: -19.822 -19.835 -7.867
H: -16.327 -20.469 -12.497
H: -15.936 -22.065 -12.590
C: -18.096 -19.015 -14.091
C: -19.486 -18.780 -14.595
C: -20.624 -18.939 -13.512
O: -21.905 -18.869 -14.087
C: -22.338 -20.038 -14.756
N: -19.593 -17.386 -15.156
H: -17.976 -20.002 -13.671
H: -17.882 -18.230 -13.367
H: -17.376 -18.922 -14.876
H: -19.631 -19.537 -15.380
H: -20.525 -18.138 -12.841
H: -20.431 -19.837 -12.901
H: -23.384 -19.807 -15.020
H: -22.369 -20.917 -14.098
H: -21.804 -20.254 -15.660
H: -18.779 -17.215 -15.765
H: -20.461 -17.367 -15.704
C: -15.874 -25.021 -11.114
C: -14.329 -24.559 -11.461
C: -13.268 -24.493 -10.385
O: -12.079 -24.323 -10.995
C: -11.549 -23.027 -10.882
N: -13.765 -25.314 -12.667
H: -16.154 -24.373 -10.299
H: -16.106 -26.066 -10.844
H: -16.605 -24.634 -11.788
H: -14.300 -23.523 -11.792
H: -13.186 -25.386 -9.751
H: -13.473 -23.703 -9.632
H: -12.176 -22.401 -10.218
H: -11.629 -22.686 -11.938
H: -10.495 -23.058 -10.542
H: -12.780 -25.364 -12.319
H: -13.871 -26.338 -12.601
C: -8.825 -15.204 -12.733
C: -8.827 -16.324 -11.659
C: -10.038 -17.252 -11.976
O: -10.199 -18.192 -10.831
C: -11.089 -19.259 -11.060
N: -7.601 -17.135 -11.705
H: -9.731 -14.608 -12.646
H: -8.758 -15.672 -13.737
H: -8.000 -14.546 -12.535
H: -8.963 -15.939 -10.655
H: -9.816 -17.795 -12.911
H: -11.006 -16.770 -12.189
H: -12.103 -18.802 -11.180
H: -11.044 -19.956 -10.242
H: -10.789 -19.809 -11.979
H: -7.512 -17.514 -12.633
H: -7.704 -17.898 -11.078
C: -11.988 -16.807 -15.464
C: -11.501 -17.580 -16.677
C: -10.368 -18.453 -16.171
O: -9.342 -17.555 -15.828
C: -8.064 -18.187 -15.638
N: -12.654 -18.330 -17.267
H: -11.235 -16.106 -15.079
H: -12.295 -17.517 -14.687
H: -12.861 -16.148 -15.680
H: -11.146 -16.847 -17.406
H: -10.062 -19.118 -16.995
H: -10.723 -19.150 -15.377
H: -7.661 -18.634 -16.584
H: -8.160 -19.026 -14.909
H: -7.336 -17.459 -15.256
H: -12.878 -19.104 -16.626
H: -13.488 -17.740 -17.084
C: -20.857 -24.869 -13.631
C: -20.039 -23.713 -12.995
C: -19.271 -24.185 -11.772
O: -20.140 -24.314 -10.669
C: -19.391 -24.538 -9.487
N: -19.128 -23.204 -13.985
H: -21.585 -25.174 -12.881
H: -20.193 -25.716 -13.837
H: -21.319 -24.464 -14.511
H: -20.716 -22.891 -12.686
H: -18.547 -23.406 -11.530
H: -18.710 -25.085 -12.050
H: -19.310 -25.607 -9.282
H: -19.935 -24.128 -8.639
H: -18.433 -23.999 -9.492
H: -18.698 -23.949 -14.507
H: -18.407 -22.662 -13.535
C: -16.130 -18.917 -17.681
C: -16.342 -17.463 -18.174
O: -15.068 -16.771 -17.795
H: -15.898 -19.019 -16.615
H: -15.304 -19.363 -18.220
H: -17.003 -19.477 -17.846
H: -17.219 -16.970 -17.715
H: -16.479 -17.473 -19.246
H: -14.959 -16.035 -18.407
C: -16.980 -22.166 -16.817
C: -18.382 -22.005 -17.487
O: -19.345 -21.450 -16.633
H: -17.003 -22.880 -15.982
H: -16.684 -21.178 -16.463
H: -16.240 -22.546 -17.492
H: -18.810 -22.933 -17.901
H: -18.316 -21.385 -18.373
H: -19.221 -21.806 -15.739
C: -12.579 -16.606 -20.260
C: -12.254 -17.970 -20.750
C: -10.710 -17.959 -21.110
O: -12.593 -19.118 -19.968
H: -13.558 -16.630 -19.807
H: -12.527 -15.820 -21.044
H: -11.900 -16.393 -19.470
H: -12.737 -18.135 -21.720
H: -10.091 -17.907 -20.230
H: -10.532 -17.041 -21.706
H: -10.418 -18.850 -21.653
H: -12.583 -18.935 -18.983
C: -14.515 -25.128 -18.301
C: -13.312 -24.930 -19.170
C: -12.163 -24.255 -18.398
O: -12.862 -26.130 -19.893
H: -14.280 -25.784 -17.443
H: -15.276 -25.680 -18.870
H: -14.961 -24.208 -17.968
H: -13.693 -24.249 -19.910
H: -12.466 -23.276 -17.989
H: -11.289 -24.170 -19.049
H: -11.941 -24.873 -17.544
H: -12.338 -26.646 -19.253
C: -15.049 -17.513 -12.557
C: -14.620 -16.134 -11.938
C: -15.881 -15.341 -11.581
O: -13.813 -16.440 -10.775
H: -15.653 -17.367 -13.456
H: -15.656 -18.054 -11.826
H: -14.149 -18.042 -12.817
H: -14.086 -15.612 -12.728
H: -16.309 -14.978 -12.496
H: -15.623 -14.472 -10.979
H: -16.524 -15.999 -10.971
H: -13.638 -15.631 -10.300
C: -12.624 -18.625 -8.428
C: -13.712 -18.211 -7.499
C: -13.144 -17.220 -6.481
O: -14.831 -17.768 -8.263
H: -11.876 -19.256 -7.945
H: -12.050 -17.757 -8.740
H: -13.031 -19.181 -9.259
H: -14.142 -19.038 -6.928
H: -12.206 -17.684 -6.073
H: -13.858 -16.884 -5.758
H: -12.799 -16.360 -7.042
H: -14.474 -17.199 -8.955

Electronic energy ... -158547.5493 eV
Charge ... -2
Multiplicity ... 1
Orbital gap ... 5.5 eV
Energy relative to the best compared isomer or geometry (same formula, charge and spin) ... 25.7 kcal/mol

---

no.,F_max (eV/Å),E_LUMO (eV),highest occupied orbital energy (eV)
1,3.7,5.779,-0.090
2,5.3,2.942,-2.577